{"formula": "C27H26F5IrN6O7S2Se", "method": "wB97M-V/def2-TZVPD", "species": ["Ir", "C", "O", "C", "C", "O", "C", "H", "H", "H", "H", "H", "H", "H", "H", "H", "H", "N", "C", "C", "C", "C", "C", "C", "S", "O", "O", "N", "C", "N", "C", "C", "C", "N", "H", "H", "H", "H", "H", "H", "H", "H", "H", "N", "C", "H", "N", "C", "C", "C", "C", "C", "C", "S", "O", "O", "O", "H", "H", "H", "H", "H", "H", "F", "C", "C", "F", "C", "F", "C", "Se", "C", "F", "C", "F"], "coordinates": [[1.61, 1.11, 0.00], [1.11, 2.98, 2.87], [1.01, 3.03, 1.43], [-0.22, 3.62, 1.00], [-0.17, 3.78, -0.48], [-0.05, 2.50, -1.11], [-0.40, 2.53, -2.49], [1.11, 3.99, 3.26], [2.06, 2.50, 3.11], [0.30, 2.40, 3.30], [-0.36, 4.59, 1.48], [-1.05, 2.96, 1.29], [0.69, 4.40, -0.78], [-1.08, 4.28, -0.82], [-1.47, 2.75, -2.59], [-0.19, 1.56, -2.92], [0.18, 3.30, -3.02], [-3.62, -5.19, 1.54], [-2.96, -4.02, 1.76], [-3.52, -2.82, 1.30], [-2.85, -1.64, 1.49], [-1.61, -1.61, 2.11], [-1.05, -2.79, 2.61], [-1.72, -3.98, 2.43], [-0.83, -0.08, 2.27], [-1.54, 0.85, 1.41], [-0.64, 0.30, 3.64], [0.66, -0.21, 1.52], [1.78, -0.48, 2.28], [1.78, -1.20, 3.40], [2.93, -1.26, 4.06], [4.10, -0.64, 3.61], [4.02, 0.01, 2.40], [2.87, 0.07, 1.73], [-4.51, -5.19, 1.09], [-3.27, -6.06, 1.91], [-4.48, -2.84, 0.80], [-3.30, -0.71, 1.16], [-0.10, -2.77, 3.13], [-1.30, -4.91, 2.80], [2.93, -1.83, 4.98], [5.02, -0.69, 4.17], [4.88, 0.48, 1.95], [2.64, -1.41, -1.54], [2.21, -0.37, -1.24], [3.02, -2.30, -1.76], [-1.52, -0.36, -1.25], [-2.64, -1.01, -1.60], [-2.54, -2.28, -2.24], [-3.64, -3.05, -2.38], [-4.91, -2.56, -1.94], [-5.02, -1.24, -1.40], [-3.92, -0.47, -1.25], [-6.24, -3.68, -1.77], [-5.78, -4.07, -0.41], [-6.07, -4.71, -2.76], [-7.46, -2.93, -1.79], [-1.56, 0.29, -0.46], [-0.66, -0.87, -1.36], [-1.56, -2.64, -2.54], [-3.60, -4.05, -2.79], [-6.00, -0.90, -1.09], [-3.97, 0.51, -0.81], [6.67, 2.95, -5.04], [5.97, 2.94, -3.93], [6.55, 3.35, -2.74], [7.81, 3.75, -2.72], [5.80, 3.34, -1.58], [6.38, 3.74, -0.46], [4.48, 2.89, -1.57], [3.53, 2.91, 0.03], [3.92, 2.49, -2.79], [2.65, 2.08, -2.85], [4.64, 2.51, -3.96], [4.10, 2.12, -5.10]], "homo_lumo_gap_ev": [7.416, 3.673], "lumo_ha": [-0.1000, -0.2370], "s2": 8.796, "multiplicity": 6, "total_charge": 1, "e_homo_ev": [-10.14, -10.12]}